Computed, not measured: a cluster of 2 separate species, C3H9N3 in total, with ωB97M-V/def2-TZVPD.

Calculated values
SMILES: [H]/N=C/N.C=CN
Energy relative to the best compared isomer or geometry (same formula, charge and spin) (eV): 1.461
LUMO energy (eV): 1.13
E_HOMO (eV): -8.15
Gap between HOMO and LUMO (eV): 9.3
E (eV): -7726.113

```
! RIJCOSX wB97M-V def2-TZVPD def2/J DEFGRID3
* xyz 0 1
H 0.5257 0.5261 -0.2683
N 0.2137 0.5204 -1.2570
C 1.3088 0.5511 -1.9743
N 1.3636 0.8125 -3.2936
H 2.3155 0.3914 -1.5369
H 0.4562 0.9788 -3.7094
H 2.1076 0.4434 -3.8614
C -0.3927 0.5520 2.0315
C -0.6902 -0.7680 2.1550
N -1.7734 -1.4942 1.5579
H -1.0540 1.2069 1.4124
H 0.2505 1.0182 2.7614
H -0.0987 -1.4010 2.8021
H -2.5127 -1.0429 1.0592
H -2.0199 -2.2947 2.1214
*
```

---

Computed, not measured: a cluster of 13 separate species, C26H78O26 in total, with ωB97M-V/def2-TZVPD.

Calculated values
Energy relative to the best compared isomer or geometry (same formula, charge and spin) (eV): 2.117
LUMO energy (eV): 0.26
E_HOMO (eV): -9.36
Gap between HOMO and LUMO (eV): 9.6
E (eV): -81455.048

```
! RIJCOSX wB97M-V def2-TZVPD def2/J DEFGRID3
* xyz 0 1
C -5.3808 0.1100 -0.0945
C -4.4319 -0.9190 -0.6211
O -3.0746 -0.6436 -0.3506
O -5.4300 0.1067 1.3558
H -6.3852 0.1304 -0.5466
H -5.1189 1.1485 -0.3689
H -4.5359 -0.8921 -1.7089
H -4.7981 -1.9002 -0.2826
H -3.0100 -0.4615 0.6112
H -6.1905 0.5973 1.6719
C 0.6734 -0.6835 0.8281
C 0.5257 -0.5050 -0.6707
O 1.1466 -1.5663 -1.3209
O 0.0225 0.3337 1.5771
H 1.7273 -0.7753 1.1080
H 0.2810 -1.6567 1.1521
H 0.9229 0.5071 -0.8805
H -0.5255 -0.2810 -0.8976
H 0.6396 -1.7730 -2.1175
H 0.6952 0.6074 2.2224
C 4.6469 -2.1997 -0.2238
C 4.3373 -0.9322 -0.9872
O 4.0496 -1.2987 -2.3460
O 3.4239 -2.7250 0.3675
H 5.3498 -1.9989 0.5828
H 5.0175 -2.9994 -0.8621
H 5.2110 -0.2468 -0.9650
H 3.5617 -0.2978 -0.5336
H 3.7357 -0.5084 -2.8044
H 2.8235 -2.7858 -0.3932
C 2.2618 -1.7272 -6.6963
C 2.6824 -0.8175 -5.5661
O 2.5415 -1.3595 -4.2521
O 0.8348 -1.8587 -6.8760
H 2.7278 -2.7177 -6.6116
H 2.5841 -1.3618 -7.6803
H 2.1135 0.1054 -5.7545
H 3.7255 -0.5786 -5.8238
H 2.1599 -2.2727 -4.2581
H 0.7107 -2.7978 -7.0073
C 3.8574 -2.3281 3.9214
C 2.6397 -1.9445 4.7473
O 1.7716 -1.0870 4.0548
O 3.5032 -3.4521 3.0858
H 4.6941 -2.6621 4.5466
H 4.2591 -1.5520 3.2601
H 2.9235 -1.4910 5.7054
H 2.1114 -2.8711 4.9585
H 2.1835 -0.3935 3.5270
H 3.5013 -3.1904 2.1435
C 4.2272 -4.5115 -2.9572
C 2.8623 -4.2305 -2.3532
O 1.8962 -4.0154 -3.3678
O 5.2591 -4.5683 -1.9779
H 4.4563 -3.8103 -3.7645
H 4.2000 -5.5128 -3.4036
H 2.9669 -3.4094 -1.6342
H 2.6038 -5.1296 -1.7728
H 1.1249 -3.6282 -2.8881
H 5.9399 -3.9496 -2.2493
C -3.4873 1.9190 3.9731
C -4.1559 3.1923 4.4300
O -3.1876 4.1297 4.8614
O -2.6496 2.1756 2.8176
H -4.2341 1.1997 3.6254
H -2.9060 1.5076 4.8020
H -4.8108 2.8821 5.2419
H -4.6943 3.6672 3.6069
H -2.7139 4.4103 4.0723
H -2.4243 1.2644 2.5220
C 0.0418 4.2276 4.1688
C 1.3088 5.0176 4.3360
O 2.3208 4.1958 4.9049
O 0.1072 3.2784 3.0822
H -0.6314 5.0001 3.7555
H -0.4064 3.8169 5.0709
H 1.1596 5.9468 4.8851
H 1.6103 5.2806 3.3118
H 3.1828 4.5695 4.6986
H -0.7179 2.7509 3.1188
C 2.5698 2.6023 0.8015
C 3.1906 2.2152 2.1341
O 2.2926 1.4813 2.9660
O 1.9096 3.8795 0.9121
H 1.8896 1.8060 0.5016
H 3.3600 2.8596 0.0952
H 3.4974 3.1063 2.6857
H 4.0892 1.6293 1.9243
H 1.5648 2.0769 3.2315
H 1.2911 3.8195 1.6616
C -2.2767 3.1152 -0.0722
C -1.7105 4.2898 -0.8231
O -2.1596 4.3812 -2.1967
O -3.5157 3.4534 0.5108
H -1.5046 2.8427 0.6563
H -2.4370 2.2929 -0.7744
H -0.6204 4.3768 -0.9037
H -1.8584 5.2595 -0.3278
H -2.9343 4.9526 -2.2349
H -3.5796 3.0735 1.4012
C -1.6064 -4.3231 -3.3784
C -2.8879 -3.5241 -3.5583
O -3.7394 -4.2146 -4.5073
O -0.8183 -3.7125 -2.3610
H -1.1271 -4.3334 -4.3422
H -1.7871 -5.3717 -3.1310
H -2.6375 -2.5344 -3.9373
H -3.4143 -3.4396 -2.6024
H -4.4634 -4.5643 -3.9832
H -1.2746 -3.8036 -1.5195
C -2.5176 -1.4603 3.4764
C -3.9656 -1.6217 3.9085
O -4.8084 -2.1224 2.9107
O -2.4242 -0.7079 2.3006
H -2.1241 -2.4792 3.3637
H -1.9624 -1.0737 4.3395
H -4.2807 -0.6047 4.1877
H -4.0267 -2.1730 4.8435
H -5.0267 -1.3495 2.3634
H -1.4605 -0.6225 2.1134
C -0.1130 2.6285 -4.1237
C -1.1593 1.5172 -3.9819
O -2.4146 2.0281 -3.5625
O -0.5755 3.6985 -4.9016
H 0.7880 2.1622 -4.5355
H 0.2324 3.0139 -3.1558
H -0.8168 0.8635 -3.1653
H -1.2046 0.9397 -4.8954
H -2.2363 2.6581 -2.8329
H -1.1499 4.2132 -4.3239
*
```

---

Computed, not measured: a structure of composition C15H11Br2CdF3N3O4SSe, with ωB97M-V/def2-TZVPD.

Calculated values
LUMO energy (eV): 2.24
E_HOMO (eV): -5.30
Gap between HOMO and LUMO (eV): 7.5
E (eV): -257382.004

```
! RIJCOSX wB97M-V def2-TZVPD def2/J DEFGRID3
* xyz -1 1
Cd -0.6294 -0.0384 0.4582
C -1.6684 -2.9498 2.1908
C -0.3149 -2.5391 2.6913
C 0.2775 -3.1454 3.8205
C 1.4871 -2.7099 4.2687
C 2.1578 -1.6583 3.6025
C 3.4104 -1.1244 3.9839
Br 4.3287 -1.8001 5.5091
C 3.9875 -0.1244 3.2604
C 3.3521 0.3884 2.1210
Br 4.2300 1.7360 1.1228
C 2.1126 -0.0593 1.6672
O 1.5390 0.3861 0.6075
C 1.5148 -1.1186 2.4682
N 0.3033 -1.5784 2.0522
H -2.1534 -3.6341 2.8850
H -1.5848 -3.4221 1.2100
H -2.2993 -2.0667 2.0712
H -0.2431 -3.9496 4.3250
H 1.9476 -3.1634 5.1362
H 4.9450 0.2790 3.5583
F -2.2454 2.6024 -3.0277
C -2.5894 1.9797 -1.8932
F -1.9990 2.6001 -0.8720
F -3.9073 2.0581 -1.7416
S -2.0534 0.2278 -1.9847
O -2.6450 -0.2746 -3.1854
O -2.5455 -0.3487 -0.7179
O -0.5861 0.3320 -1.9467
Se -1.3359 1.2830 2.5579
C -2.9778 1.9821 2.1313
N -4.0147 2.4400 1.9026
C 3.1388 -2.1054 -0.9990
C 1.9310 -1.6350 -1.8144
C 0.6801 -2.2305 -1.3279
N -0.2684 -2.6768 -0.8570
H 4.0329 -1.5766 -1.3284
H 3.3013 -3.1774 -1.1172
H 2.9893 -1.8891 0.0568
H 2.0344 -1.8861 -2.8703
H 1.8160 -0.5549 -1.7359
*
```